No. 1
# C2H6FO2P

A cluster of 2 separate species, C2H6FO2P in total in a non-equilibrium geometry (the ωB97M-V functional and the def2-TZVPD basis, the OMol25 dataset).

Last column: Mulliken charge in e.
Positions of all 12 atoms, in Å:
C  0.08589  -1.58931  -0.06035  -0.604
C  -1.07834  0.28529  0.27067  -0.346
O  0.34763  2.63766  -0.53773  -0.406
O  -0.86217  -0.98322  0.77826  -0.310
F  2.53795  0.47700  -1.70411  -0.644
P  0.47604  1.41053  0.20681  0.651
H  1.06796  -0.91551  -0.25174  0.312
H  -0.36589  -1.92573  -0.95752  0.299
H  0.38011  -2.41821  0.46105  0.225
H  -1.65458  0.95697  0.95483  0.343
H  -1.68473  0.40177  -0.74678  0.325
H  0.75011  1.66277  1.58661  0.156

**Molar mass**: 112.04 g mol⁻¹
**E_tot**: -671.31519 Ha
**LUMO level (spin up / spin down)**: -3.2 / -3.2 eV
**Energy relative to the best compared isomer or geometry (same formula, charge and spin)**: 7.089 eV

---

No. 2
# C18H32Br2O14

A cluster of 7 separate species, C18H32Br2O14 in total in a non-equilibrium geometry (the ωB97M-V functional and the def2-TZVPD basis, the OMol25 dataset).

Last column: Mulliken charge in e.
Positions of all 66 atoms, in Å:
Br  1.88888  1.50566  -5.70331  -0.140
C  1.72043  2.18452  -3.87585  -0.456
C  0.48964  1.51814  -3.11288  -0.701
Br  -0.03627  2.43762  -1.34213  -0.177
H  1.51210  3.24129  -4.04303  0.321
H  2.67379  2.03025  -3.37049  0.343
H  0.66831  0.45302  -2.96556  0.407
H  -0.41176  1.40802  -3.71574  0.403
C  -5.10201  6.81702  -3.56297  -1.296
C  -3.82292  6.46647  -4.44436  0.322
C  -4.10512  6.40880  -5.92795  -0.392
O  -2.92974  7.07775  -6.47286  -0.315
C  -2.48768  7.87381  -5.52564  0.698
O  -1.53370  8.69203  -5.65101  -0.612
O  -2.80253  7.39521  -4.38795  -0.314
H  -5.90044  6.11169  -3.79343  0.372
H  -5.39392  7.86684  -3.53559  0.339
H  -4.83388  6.49612  -2.55637  0.357
H  -3.46574  5.47769  -4.15654  0.257
H  -5.00513  6.99067  -6.12674  0.269
H  -4.23262  5.41055  -6.34667  0.317
C  5.39548  -1.96665  4.37361  -1.406
C  5.95235  -2.29729  2.97907  0.449
C  5.03316  -2.01497  1.83055  -0.321
O  5.91536  -1.44840  0.97882  -0.318
C  7.14139  -1.12127  1.44907  0.639
O  8.05480  -0.67541  0.79943  -0.518
O  7.21417  -1.61487  2.75145  -0.356
H  4.37919  -2.36062  4.36825  0.372
H  5.39626  -0.91857  4.67298  0.341
H  5.96170  -2.43784  5.17703  0.357
H  6.26873  -3.33992  3.00965  0.187
H  4.26418  -1.32385  2.17567  0.305
H  4.56778  -2.90741  1.41213  0.271
C  -2.31808  0.08687  7.36555  -1.354
C  -2.01620  1.63206  7.32293  0.355
C  -3.09723  2.50634  7.76869  -0.385
O  -2.50435  3.43851  8.63880  -0.314
C  -1.24915  3.09833  8.88538  0.663
O  -0.59954  3.66326  9.73193  -0.557
O  -0.92278  1.99900  8.22981  -0.347
H  -1.46066  -0.54059  7.12222  0.329
H  -3.25106  -0.29719  6.95304  0.355
H  -2.44235  -0.07582  8.43615  0.373
H  -1.66147  1.88756  6.32443  0.259
H  -3.80184  1.86222  8.29474  0.280
H  -3.73880  2.83763  6.95215  0.342
C  -4.55139  -10.75342  0.01451  -1.259
C  -3.70072  -9.99794  -0.96557  0.437
C  -4.43061  -9.00024  -1.98064  -0.500
O  -3.75902  -7.82956  -1.93661  -0.282
C  -2.92567  -7.80668  -1.01097  0.709
O  -2.41717  -6.75117  -0.71220  -0.608
O  -2.82658  -8.92059  -0.34736  -0.366
H  -4.05400  -11.02291  0.94622  0.326
H  -4.89303  -11.74260  -0.29028  0.351
H  -5.45659  -10.15586  0.12235  0.312
H  -3.04095  -10.71298  -1.45701  0.272
H  -5.44897  -8.92707  -1.59893  0.269
H  -4.65374  -9.40597  -2.96740  0.339
O  7.72647  6.72611  -4.98441  -0.637
H  8.02979  7.38011  -4.35471  0.318
H  7.80204  5.89258  -4.51993  0.319
O  8.48057  0.87869  -7.06298  -0.637
H  7.68536  0.39499  -6.83960  0.318
H  9.06367  0.22040  -7.44099  0.319

**SMILES**: C[C@H]1COC(=O)O1.C[C@H]1COC(=O)O1.C[C@H]1COC(=O)O1.C[C@H]1COC(=O)O1.BrCCBr.O.O
**Molar mass**: 632.25 g mol⁻¹
**E_tot**: -6906.37753 Ha
**LUMO level**: 0.2 eV
**Energy relative to the best compared isomer or geometry (same formula, charge and spin)**: 4.336 eV

---

No. 3
# C5H8FNS

An isolated molecule of C5H8FNS in a non-equilibrium geometry (the ωB97M-V functional and the def2-TZVPD basis, the OMol25 dataset).

Last column: Mulliken charge in e.
Positions of all 16 atoms, in Å:
C  -1.21479  1.66611  -0.66039  -1.398
C  -1.72164  0.81577  0.42938  0.188
C  -2.02715  -0.64914  0.22966  -0.103
C  -0.83195  -0.29161  0.99560  -0.311
C  1.54382  0.24584  0.49570  -0.138
H  -0.81834  2.61612  -0.26993  0.341
H  -0.46721  1.17078  -1.30840  0.339
H  -2.01148  1.79957  -1.39336  0.362
H  -2.32334  1.31507  1.25051  0.317
H  -2.84843  -1.03462  0.82060  0.375
H  -0.90852  -0.49042  2.06569  0.314
H  0.57459  -1.32756  -0.12662  0.193
H  1.46960  1.18308  1.08437  0.296
N  0.42741  -0.49204  0.39830  -0.140
F  -1.96091  -1.18437  -1.00716  -0.300
S  2.96873  -0.11564  -0.29914  -0.333

**SMILES**: C[C@H]1[C@@H](F)[C@H]1NC=S
**Molar mass**: 133.19 g mol⁻¹
**E_tot**: -748.07424 Ha
**LUMO level**: 0.5 eV
**Energy relative to the best compared isomer or geometry (same formula, charge and spin)**: 0.862 eV

---

No. 4
# CH3BrCl2Si

A structure of composition CH3BrCl2Si in a non-equilibrium geometry (the ωB97M-V functional and the def2-TZVPD basis, the OMol25 dataset).

Last column: Mulliken charge in e.
Positions of all 8 atoms, in Å:
C  0.94367  0.08000  0.33747  0.101
Si  -1.01685  -0.13274  0.16012  0.488
Cl  1.87806  1.40636  0.55684  0.012
Cl  0.50492  0.63840  -2.10496  -0.418
Br  1.86150  -1.52886  -0.01891  0.047
H  -1.29459  1.15451  -0.24227  -0.053
H  -1.10787  -1.47095  -0.32961  -0.078
H  -1.76883  -0.14672  1.64132  -0.099

**Molar mass**: 193.93 g mol⁻¹
**E_tot**: -3823.67466 Ha
**LUMO level**: -2.0 eV
**Energy relative to the best compared isomer or geometry (same formula, charge and spin)**: 5.743 eV

---

No. 5
# C18H27N3O3S

An isolated molecule of C18H27N3O3S (the ωB97M-V functional and the def2-TZVPD basis, the OMol25 dataset).

Last column: Mulliken charge in e.
Positions of all 52 atoms, in Å:
C  -4.51923  -1.91448  0.86157  -0.792
C  -3.62440  -2.88300  0.79975  -0.176
C  -2.15757  -2.74827  0.52769  -0.946
H  -1.83845  -3.55497  -0.13700  0.385
H  -1.62507  -2.90054  1.47294  0.431
C  -1.71924  -1.40894  -0.07244  2.279
C  -0.20518  -1.32585  -0.06416  -0.825
O  0.54883  -2.26313  -0.26653  -0.768
N  0.27494  -0.09399  0.22692  -0.035
N  1.65500  0.08469  0.17066  -0.359
C  2.18817  1.24224  -0.27400  0.290
S  1.26211  2.58993  -0.54867  -0.538
N  3.53205  1.31177  -0.46353  -0.090
C  4.53641  0.36945  -0.23063  0.456
C  4.47184  -0.56872  0.79755  -0.196
C  5.51019  -1.46496  0.97858  -0.683
C  6.62280  -1.43387  0.15616  -0.479
C  6.70440  -0.48109  -0.84649  -0.538
C  5.67267  0.41593  -1.03877  -0.518
H  5.73651  1.15951  -1.82023  0.351
H  7.57514  -0.43714  -1.48327  0.366
H  7.42673  -2.13847  0.30234  0.386
H  5.44828  -2.18844  1.77738  0.368
H  3.63655  -0.57565  1.47928  0.538
H  3.82538  2.17291  -0.90671  0.251
H  2.11230  -0.81107  -0.00547  0.501
H  -0.29259  0.75538  0.16308  0.119
C  -2.21096  -1.27838  -1.52101  -1.206
H  -3.28675  -1.46237  -1.54976  0.298
H  -1.72188  -2.05223  -2.12199  0.577
C  -1.93718  0.08412  -2.17104  0.296
C  -2.64225  1.25160  -1.47356  -1.016
O  -2.04095  1.52504  -0.23142  0.173
C  -2.47296  2.74107  0.34862  -0.777
C  -1.74876  2.94769  1.67405  -0.199
C  -2.11933  1.89379  2.71028  -0.996
H  -1.84938  0.90085  2.36005  0.063
H  -3.18928  1.91195  2.90788  0.329
H  -1.59416  2.08282  3.64315  0.378
H  -0.67482  2.92495  1.48513  0.077
H  -2.00532  3.94039  2.04703  0.446
H  -2.24814  3.57204  -0.33521  0.290
H  -3.56210  2.70770  0.50553  0.328
H  -2.56625  2.12524  -2.13530  0.463
H  -3.70887  1.01511  -1.34509  0.396
H  -0.85517  0.29126  -2.16815  0.094
O  -2.41880  0.09819  -3.49991  -0.592
H  -2.02677  -0.64012  -3.97959  0.404
H  -2.11384  -0.58637  0.52192  -0.361
H  -3.93743  -3.90293  0.98784  0.366
H  -5.55179  -2.12166  1.08665  0.311
H  -4.27540  -0.87901  0.69787  0.077

**SMILES**: C=CC[C@H](C[C@@H](O)COCCC)C(=O)NNC(=S)Nc1ccccc1
**Molar mass**: 365.50 g mol⁻¹
**E_tot**: -1490.24693 Ha
**LUMO level**: 0.6 eV
**Energy relative to the best compared isomer or geometry (same formula, charge and spin)**: 2.186 eV

---

No. 6
# C4H8ClN

An isolated molecule of C4H8ClN in a non-equilibrium geometry (the ωB97M-V functional and the def2-TZVPD basis, the OMol25 dataset).

Last column: Mulliken charge in e.
Positions of all 14 atoms, in Å:
C  0.68535  1.66108  0.46959  -0.346
C  -0.01887  0.74754  -0.50990  -0.605
C  -0.97154  -1.57513  -0.52363  -0.429
C  -0.08249  -1.47199  0.66762  -0.381
H  1.43059  1.10524  1.10276  0.289
H  -0.02269  2.25797  1.11427  0.311
H  -0.68916  1.45501  -1.02801  0.324
H  0.70407  0.40596  -1.23902  0.344
H  -1.99166  -1.94607  -0.37467  0.248
H  -0.47158  -1.83930  -1.48224  0.244
H  -0.41925  -1.89181  1.62908  0.229
H  0.97599  -1.53525  0.49282  0.278
N  -0.75125  -0.29890  0.14699  -0.284
Cl  1.62250  2.92564  -0.46567  -0.222

**SMILES**: ClCCN1CC1
**Molar mass**: 105.57 g mol⁻¹
**E_tot**: -672.10312 Ha
**LUMO level**: 1.1 eV
**Energy relative to the best compared isomer or geometry (same formula, charge and spin)**: 0.915 eV